(1)
This record from OMol25 describes a molecular structure, C40H43P2SiY at a distorted geometry. The level of theory is ωB97M-V with the def2-TZVPD basis set.

Each line ends with the Löwdin charge.
CARTESIAN COORDINATES (ANGSTROEM)
C1 4.2095 1.5573 0.8380  -0.177
C2 3.6525 0.3503 1.2853  -0.389
C3 4.4071 -0.8333 1.1519  -0.056
C4 5.6759 -0.7752 0.5664  -0.061
C5 6.1667 0.4076 0.0149  -0.056
C6 5.4019 1.5718 0.1189  -0.068
P1 1.8937 0.2540 1.6855  1.019
C7 1.8568 -0.9571 3.0109  -0.376
C8 1.5036 -2.2935 2.7429  -0.093
C9 1.5996 -3.2372 3.7753  -0.055
C10 2.0458 -2.8617 5.0476  -0.043
C11 2.3472 -1.5203 5.3072  -0.044
C12 2.2185 -0.5617 4.3015  -0.066
Y1 0.2808 1.2349 -0.1179  1.178
P2 1.1821 0.2738 -2.4810  0.970
C13 2.6725 -0.8211 -2.6649  -0.345
C14 3.9007 -0.3457 -3.1703  -0.087
C15 5.0286 -1.1883 -3.2409  -0.063
C16 4.9928 -2.4808 -2.6996  -0.057
C17 3.8372 -2.8877 -2.0044  -0.066
C18 2.6948 -2.0712 -1.9813  -0.101
C19 -0.1667 -0.2849 -3.5420  -0.382
C20 -1.3508 0.5016 -3.6147  -0.098
C21 -2.5489 -0.0782 -4.0210  -0.079
C22 -2.5324 -1.3830 -4.5326  -0.057
C23 -1.3599 -2.1360 -4.5869  -0.047
C24 -0.1694 -1.5988 -4.0692  -0.068
C25 1.2235 2.0426 -3.0370  -0.405
C26 0.8887 3.1466 -2.2091  -0.171
C27 1.2173 4.4454 -2.6211  -0.057
C28 1.8133 4.6555 -3.8750  -0.037
C29 1.9911 3.5796 -4.7652  -0.023
C30 1.6597 2.2898 -4.3449  -0.070
C31 1.5519 1.9100 2.4700  -0.376
C32 2.5646 2.6997 3.0299  -0.095
C33 2.3311 4.0362 3.3681  -0.022
C34 1.0484 4.5763 3.2391  -0.037
C35 -0.0060 3.7654 2.8083  -0.051
C36 0.2245 2.4257 2.4492  -0.164
H1 -1.3326 1.5436 -3.2421  0.105
H2 -3.4848 0.4852 -3.9465  0.121
H3 -3.4393 -1.7909 -4.9483  0.114
H4 -1.3460 -3.1488 -4.9986  0.120
H5 0.7619 -2.1934 -4.0071  0.108
H6 3.9810 0.6865 -3.5314  0.104
H7 5.9673 -0.8374 -3.7023  0.122
H8 5.8550 -3.1601 -2.7834  0.124
H9 3.8446 -3.8664 -1.4972  0.121
H10 1.8025 -2.4051 -1.4357  0.109
H11 0.5362 3.1186 -1.1396  0.045
H12 1.0542 5.3012 -1.9244  0.132
H13 2.0835 5.6795 -4.1775  0.128
H14 2.4503 3.7568 -5.7440  0.128
H15 1.8845 1.4368 -4.9763  0.121
H16 3.5830 2.3135 3.0950  0.118
H17 3.1578 4.6582 3.7160  0.129
H18 0.8678 5.6148 3.5349  0.128
H19 -1.0181 4.1899 2.7711  0.126
H20 -0.6449 1.7607 2.2539  0.067
H21 1.1680 -2.5861 1.7353  0.100
H22 1.3441 -4.2798 3.5826  0.117
H23 2.1498 -3.6114 5.8356  0.122
H24 2.6926 -1.2238 6.2924  0.117
H25 2.4137 0.4933 4.4990  0.103
H26 4.0087 -1.7841 1.5710  0.121
H27 6.3177 -1.6483 0.5034  0.117
H28 7.1326 0.4332 -0.5226  0.128
H29 5.7398 2.5063 -0.3480  0.121
H30 3.6647 2.4996 0.9969  0.096
H31 2.3846 0.9595 -0.7250  0.003
H32 2.8207 1.6680 -1.1812  0.177
C37 -2.9023 0.3509 1.8896  -0.208
Si1 -2.7697 -0.8397 0.4529  0.387
C38 -3.4430 -2.5422 1.0602  -0.178
C39 -3.9463 -0.3640 -0.8938  -0.186
C40 -0.9685 -0.7287 -0.1036  -0.401
H33 -3.9437 0.2818 2.2459  0.049
H34 -2.7286 1.3784 1.5435  0.013
H35 -2.2100 0.0675 2.7004  0.040
H36 -4.5092 -2.3335 1.3143  0.042
H37 -3.3688 -3.3118 0.2613  0.037
H38 -2.8693 -2.9095 1.9386  0.030
H39 -3.7552 0.6587 -1.2158  0.023
H40 -3.8981 -0.9871 -1.7894  0.028
H41 -4.9586 -0.3994 -0.4737  0.049
H42 -0.3292 -1.3785 0.5331  -0.037
H43 -0.9810 -1.1247 -1.1672  -0.007

Properties
Total charge: +2
HOMO-LUMO gap: 7.38 eV
ΔE to the lowest compared entry with this formula, charge and spin: 0.0 kcal/mol
LUMO: -6.28 eV
2S+1: 1



(2)
This record from OMol25 describes a molecular structure, C41H111Cl2N10O13Ti2 at a distorted geometry. The level of theory is ωB97M-V with the def2-TZVPD basis set.

Each line ends with the Löwdin charge.
CARTESIAN COORDINATES (ANGSTROEM)
Ti1 2.6997 0.4028 1.2470  0.265
Ti2 2.1650 -2.7684 -1.3381  0.433
Cl1 4.5509 1.1144 -0.8464  -0.229
Cl2 0.5518 -0.9581 -0.0687  -0.029
O1 3.3204 -3.7803 2.0014  0.099
C1 3.6455 -2.6116 1.4951  -0.868
O2 3.7368 -1.5776 2.2381  -0.124
O3 3.9626 -2.5466 0.3267  -0.045
H1 3.4352 -3.5472 2.9255  0.106
C2 -2.8572 -2.7127 1.6178  -0.070
C3 -3.6270 -1.5093 1.1836  -0.436
C4 -3.9416 -0.6183 2.4068  -0.187
O4 -4.6919 -1.3146 3.3780  -0.182
C5 -5.0045 -0.6386 4.5764  -0.094
N1 -2.7795 -0.8507 0.2659  0.035
H2 -3.5006 -3.2217 2.3354  0.082
H3 -1.9698 -2.5662 2.2335  0.063
H4 -2.7100 -3.3400 0.7386  0.095
H5 -4.5609 -1.7022 0.6555  0.139
H6 -4.5304 0.2556 2.1281  0.108
H7 -3.0024 -0.2232 2.7938  0.101
H8 -4.0813 -0.4412 5.1211  0.068
H9 -5.5652 -1.3022 5.2346  0.087
H10 -5.5894 0.2619 4.3891  0.089
H11 -2.0797 -1.5496 0.0615  0.004
H12 -2.1935 -0.1244 0.6522  0.029
C6 -6.0887 1.7572 -3.0322  -0.058
C7 -5.1103 1.5230 -1.8936  -0.400
C8 -5.8650 1.3935 -0.4994  -0.150
O5 -6.3590 2.6364 0.0262  -0.187
C9 -5.3613 3.5729 0.4175  -0.115
N2 -4.3809 0.3205 -2.2540  0.044
H13 -5.5108 1.7637 -3.9564  0.038
H14 -6.5114 2.7615 -3.0599  0.076
H15 -6.8327 0.9680 -3.1408  0.084
H16 -4.3214 2.2588 -1.7376  0.109
H17 -5.3644 0.7991 0.2650  0.089
H18 -6.7754 0.8120 -0.6451  0.117
H19 -4.6176 4.0529 -0.2186  0.072
H20 -4.9453 3.0940 1.3039  0.073
H21 -5.8151 4.4105 0.9472  0.079
H22 -3.8327 -0.1789 -1.5682  0.025
H23 -3.8341 0.4486 -3.0935  0.033
C10 2.2899 5.0121 1.9021  -0.033
C11 3.2940 3.8318 2.1249  -0.400
C12 4.2453 3.9455 3.3198  -0.170
O6 5.4589 3.1143 3.1400  -0.201
C13 6.4120 3.0289 4.2481  -0.087
N3 2.5125 2.6287 2.2442  -0.019
H24 1.9599 4.8838 0.8712  0.041
H25 2.8694 5.9332 1.9642  0.070
H26 1.4016 5.0335 2.5335  0.074
H27 3.9985 3.7524 1.2970  0.132
H28 3.6821 3.8817 4.2508  0.114
H29 4.6871 4.9400 3.3825  0.109
H30 7.0987 2.2077 4.0427  0.088
H31 5.8741 2.9666 5.1941  0.069
H32 6.8894 3.9966 4.4024  0.067
H33 2.1470 2.4430 3.1672  0.061
H34 1.7564 2.6894 1.5774  -0.016
C14 1.1734 -7.1815 -1.1835  -0.060
C15 1.4720 -5.7540 -1.6500  -0.451
C16 0.5636 -5.3557 -2.7642  -0.163
O7 0.7842 -3.9817 -3.1892  -0.266
C17 -0.1933 -3.5278 -4.0302  -0.135
N4 1.4945 -4.9217 -0.4880  0.021
H35 1.3322 -7.8866 -1.9994  0.071
H36 0.1678 -7.3476 -0.7971  0.083
H37 1.8558 -7.6524 -0.4759  0.073
H38 2.4142 -5.8104 -2.1952  0.137
H39 -0.4699 -5.3577 -2.4179  0.133
H40 0.7290 -5.9450 -3.6661  0.136
H41 -1.0577 -3.1770 -3.4664  0.100
H42 -0.4265 -4.2499 -4.8126  0.090
H43 0.2365 -2.6776 -4.5599  0.086
H44 0.5848 -5.0326 -0.0635  0.073
H45 2.0770 -5.3177 0.2359  0.079
C18 2.4009 -0.0519 -3.7519  -0.071
C19 3.4298 -1.1271 -4.1153  -0.395
C20 4.5850 -0.6788 -5.0164  -0.161
O8 5.4775 -1.8021 -5.2588  -0.197
C21 5.9746 -1.9640 -6.5540  -0.133
N5 3.9218 -1.7047 -2.8470  0.040
H46 1.7866 -0.4017 -2.9221  0.043
H47 1.6135 0.1570 -4.4761  0.052
H48 2.7242 0.9219 -3.3842  0.041
H49 2.9109 -1.8428 -4.7530  0.124
H50 5.0436 0.1698 -4.5088  0.124
H51 4.3129 -0.2651 -5.9875  0.116
H52 5.2528 -2.4076 -7.2398  0.083
H53 6.9156 -2.5131 -6.5184  0.085
H54 6.2395 -0.9822 -6.9465  0.078
H55 4.8557 -2.0407 -3.0340  0.082
H56 3.9580 -0.9133 -2.2206  -0.027
C22 2.1931 -7.4267 3.1103  -0.065
C23 1.4397 -6.7149 4.2495  -0.407
C24 -0.0586 -6.4417 3.7998  -0.199
O9 -0.3081 -5.8288 2.5616  -0.168
C25 -0.1526 -4.4246 2.5021  -0.115
N6 1.5529 -7.6606 5.3593  0.020
H57 2.2549 -6.8075 2.2154  0.059
H58 1.7915 -8.4209 2.9148  0.077
H59 3.2180 -7.6094 3.4334  0.077
H60 1.9064 -5.7764 4.5488  0.128
H61 -0.5406 -6.0059 4.6749  0.117
H62 -0.5013 -7.4155 3.5907  0.120
H63 -0.6888 -3.7788 3.1974  0.078
H64 -0.2489 -3.9479 1.5266  0.069
H65 0.8517 -4.1528 2.8269  0.075
H66 1.4688 -8.6244 5.0693  0.062
H67 0.8597 -7.4635 6.0669  0.062
C26 2.3594 3.6720 -4.2258  -0.047
C27 2.4063 4.3149 -2.8298  -0.434
C28 1.3517 5.4291 -2.6597  -0.197
O10 1.2956 6.0542 -1.3799  -0.212
C29 0.1059 6.8584 -1.2828  -0.089
N7 2.2042 3.3108 -1.8388  0.045
H68 3.1105 2.8824 -4.2029  0.067
H69 2.5933 4.4243 -4.9791  0.074
H70 1.3718 3.2545 -4.4221  0.058
H71 3.4096 4.7117 -2.6749  0.138
H72 0.3828 4.9501 -2.8001  0.112
H73 1.4547 6.2265 -3.3957  0.120
H74 0.1399 7.3729 -0.3225  0.087
H75 -0.8032 6.2856 -1.4660  0.084
H76 0.2517 7.6122 -2.0566  0.078
H77 3.0163 2.7166 -1.7528  -0.047
H78 2.1197 3.8074 -0.9633  0.042
C30 2.0417 0.2859 5.7149  -0.062
C31 0.9410 -0.3258 4.9602  -0.439
C32 -0.4160 0.3552 5.1460  -0.175
O11 -1.0117 -0.1009 6.3723  -0.185
C33 -1.9580 0.8516 6.8962  -0.109
N8 1.3606 -0.3278 3.5735  0.035
H79 2.9046 -0.3782 5.7651  0.092
H80 1.6953 0.5027 6.7254  0.082
H81 2.3599 1.2640 5.3541  0.077
H82 0.8712 -1.3736 5.2523  0.141
H83 -1.1157 0.1260 4.3422  0.104
H84 -0.3993 1.4443 5.1859  0.106
H85 -1.5043 1.7389 7.3376  0.087
H86 -2.4101 0.3269 7.7379  0.083
H87 -2.7879 1.1054 6.2367  0.057
H88 2.3052 -0.6851 3.5819  0.031
H89 0.9361 -1.0125 2.9643  0.045
C34 -1.7136 2.8097 -0.3936  -0.042
C35 -0.8123 2.9699 0.7919  -0.424
C36 -1.3155 2.4807 2.1338  -0.191
O12 -2.5373 3.0689 2.5280  -0.181
C37 -2.7209 2.8487 3.9316  -0.091
N9 0.4566 2.3618 0.4807  0.032
H90 -2.6196 3.4032 -0.2710  0.056
H91 -1.9487 1.7608 -0.5742  0.068
H92 -1.2665 3.0608 -1.3554  0.076
H93 -0.6666 4.0490 0.8417  0.135
H94 -0.4517 2.7717 2.7316  0.121
H95 -1.5093 1.4106 2.0597  0.113
H96 -2.9673 1.7896 4.0067  0.054
H97 -3.6324 3.4117 4.1325  0.093
H98 -1.8567 3.1471 4.5249  0.085
H99 0.1927 1.3979 0.3344  -0.025
H100 0.8266 2.7004 -0.3959  0.046
C38 -4.2673 0.6915 -6.3244  -0.070
C39 -3.4741 1.9890 -6.0969  -0.459
C40 -2.0758 1.6938 -5.5543  -0.186
O13 -2.1441 1.0267 -4.2773  -0.191
C41 -0.8286 0.8974 -3.7501  -0.092
N10 -3.4485 2.6797 -7.3713  0.032
H101 -5.2639 0.9009 -6.7128  0.070
H102 -4.4351 0.0360 -5.4699  0.069
H103 -3.8142 0.0676 -7.0948  0.077
H104 -4.0427 2.5886 -5.3860  0.121
H105 -1.4760 2.6011 -5.6256  0.118
H106 -1.6303 1.0342 -6.2991  0.126
H107 -0.2739 0.1177 -4.2721  0.065
H108 -0.9664 0.5978 -2.7112  0.082
H109 -0.2467 1.8169 -3.6863  0.073
H110 -4.4171 2.9659 -7.3771  0.071
H111 -2.8475 3.4834 -7.2577  0.067

Properties
Total charge: -1
HOMO-LUMO gap (alpha / beta): 2.71 / 7.61 eV
<S²>: 12.004
ΔE to the lowest compared entry with this formula, charge and spin: 33.4 kcal/mol
LUMO (alpha / beta): 2.15 / 2.08 eV
2S+1: 7